DFT (ωB97M-V with the def2-TZVPD basis set) results for C22H32O4 in the gas phase.

Each line ends with the Mulliken charge.
Cartesian coordinates (Å):
C -1.07953 -1.63080 0.81372  -1.74
H -0.24095 -2.29073 0.60095  0.35
H -1.49319 -1.91255 1.78011  0.38
H -1.83444 -1.78364 0.04606  0.17
C -0.61075 -0.17754 0.83862  1.67
C 0.60286 -0.02032 1.77103  -2.36
H 0.49217 0.87143 2.38860  0.79
H 0.67459 -0.87652 2.44171  0.81
C 1.94827 0.11422 1.02720  0.63
C 2.23728 -1.09414 0.17026  -0.83
C 2.13425 -1.04197 -1.16787  0.88
O 1.85343 0.10156 -1.85397  -0.43
C 1.85050 1.27953 -1.16867  0.62
C 1.95190 1.35617 0.16854  -0.27
C 2.04864 2.65251 0.84724  0.49
O 2.19915 2.74744 2.04718  -0.63
C 1.99205 3.87977 -0.04398  -0.85
C 1.16122 3.64587 -1.29777  -0.67
C 1.74070 2.46792 -2.07102  -0.99
H 1.11798 2.20249 -2.92742  0.33
H 2.73522 2.72183 -2.45265  0.33
H 1.15778 4.54075 -1.92176  0.34
H 0.12976 3.42379 -1.01581  0.24
H 1.60620 4.71417 0.54346  0.37
H 3.02299 4.12173 -0.32141  0.30
C 2.34002 -2.21471 -2.07443  -0.97
C 2.09230 -3.51175 -1.31468  -0.66
C 2.92991 -3.52166 -0.04345  -0.88
C 2.64306 -2.32863 0.85061  0.66
O 2.78012 -2.39162 2.05407  -0.63
H 2.76948 -4.43280 0.53493  0.35
H 3.99312 -3.47769 -0.30023  0.34
H 2.34723 -4.36805 -1.94092  0.35
H 1.03375 -3.58663 -1.05666  0.28
H 1.67176 -2.11762 -2.93217  0.35
H 3.36723 -2.19319 -2.45376  0.33
H 2.72312 0.20290 1.79775  1.04
H -0.31611 0.09708 -0.18100  -0.05
C -1.72940 0.78573 1.25847  -1.30
C -2.94005 0.80024 0.31333  -0.84
C -4.12209 -0.01260 0.84374  -0.83
H -3.75848 -0.96610 1.23342  0.30
H -4.59364 0.52142 1.67044  0.38
C -5.18815 -0.31214 -0.22967  1.56
C -5.75843 0.96916 -0.83701  -1.80
H -4.99393 1.47368 -1.41922  0.39
H -6.11587 1.63257 -0.05506  0.35
H -6.58233 0.72253 -1.50132  0.46
C -6.31825 -1.13687 0.40040  -1.81
H -6.83163 -0.55701 1.16213  0.37
H -7.03632 -1.42442 -0.36433  0.43
H -5.92306 -2.04107 0.86204  0.42
O -4.60608 -1.03610 -1.30555  -0.62
H -4.31591 -1.89179 -0.97069  0.37
H -2.65164 0.40738 -0.66383  0.46
H -3.26687 1.83058 0.16613  0.36
H -1.29876 1.78915 1.29781  0.46
H -2.05630 0.53580 2.26996  0.44

Computed properties:
lowest unoccupied orbital energy: 0.3 eV
structure (SMILES): C[C@@H](CCCC(C)(C)O)CC1C2=C(CCCC2=O)OC2=C1C(=O)CCC2
Kohn-Sham gap: 9.13 eV
ΔE to the lowest compared entry with this formula, charge and spin: 0.019 eV

=====

DFT (ωB97M-V with the def2-TZVPD basis set) results for a 4-piece molecular cluster, C17H29O9 overall.

Each line ends with the Mulliken charge.
Cartesian coordinates (Å):
C 4.90320 -2.44873 3.50941  -0.59
C 3.73062 -1.71966 2.85061  -1.10
C 2.73469 -0.90633 3.73198  0.92
C 1.29859 -1.41210 3.58862  -1.47
C 2.79775 0.60947 3.47025  -1.29
H 5.46514 -1.69405 4.09223  0.03
H 4.47464 -3.12586 4.27288  0.06
H 3.14589 -2.45645 2.28143  0.17
H 4.15420 -1.02545 2.10891  0.12
H 3.04299 -1.08006 4.76458  0.39
H 0.56483 -0.68371 3.94590  0.34
H 1.05528 -1.62633 2.54522  0.14
H 1.14927 -2.33603 4.14978  0.45
H 2.80168 1.20158 4.38869  0.36
H 3.70979 0.86459 2.92768  0.36
H 1.94018 0.94604 2.88800  0.15
C 1.97152 -0.87445 -2.37890  -1.44
C 1.26980 0.05732 -1.42971  0.67
C 2.00155 0.37703 -0.14199  -0.30
O 0.91418 0.61169 0.76541  -0.20
C -0.15319 -0.07922 0.33362  0.58
O -1.15485 -0.25065 0.95582  -0.59
O 0.06386 -0.55429 -0.91402  -0.40
H 1.26825 -1.23572 -3.13018  0.15
H 2.78020 -0.35105 -2.88827  0.37
H 2.38322 -1.73770 -1.85547  0.42
H 0.96974 0.97746 -1.93993  0.23
H 2.63573 1.25712 -0.18806  0.32
H 2.57621 -0.47301 0.23479  0.08
C -0.56542 -1.37430 -7.76851  -1.50
C -0.36355 -0.84690 -6.37361  0.57
C -1.49992 -0.03111 -5.78830  -0.45
O -0.81144 0.84833 -4.89258  -0.31
C 0.45698 0.99933 -5.34149  0.65
O 1.23678 1.78307 -4.91122  -0.52
O 0.70698 0.11990 -6.34009  -0.36
H 0.37883 -1.73067 -8.17677  0.36
H -1.27030 -2.20536 -7.75391  0.39
H -0.95029 -0.59576 -8.42806  0.35
H -0.09042 -1.65458 -5.68862  0.24
H -2.23305 -0.61256 -5.23681  0.30
H -1.99781 0.57044 -6.55278  0.31
C -2.73685 1.79911 3.29090  -1.25
C -4.18793 1.41515 3.28553  0.60
C -4.97874 1.82406 2.06064  -0.50
O -6.30740 1.97426 2.58440  -0.34
C -6.20315 2.26675 3.90354  0.62
O -7.11072 2.61850 4.58681  -0.55
O -4.93276 2.10368 4.32183  -0.37
H -2.30875 1.67241 4.28397  0.35
H -2.18933 1.16325 2.59601  0.26
H -2.60584 2.84180 2.99620  0.36
H -4.30503 0.34333 3.46511  0.24
H -4.97825 1.08580 1.26432  0.29
H -4.64754 2.79064 1.67423  0.32

Computed properties:
lowest unoccupied orbital energy: 1.8 eV
Kohn-Sham gap: 2.80 eV
charge: -1

=====

DFT (ωB97M-V with the def2-TZVPD basis set) results for C4H7N3 in the gas phase.

Each line ends with the Mulliken charge.
Cartesian coordinates (Å):
N -2.22396 0.17256 0.40025  -0.64
C -0.90610 0.02190 -0.11627  0.78
C 0.06091 -1.16168 -0.06120  -0.94
C 1.09556 -0.32978 0.18103  0.33
N 2.45585 -0.43305 0.34014  -0.48
C 0.23151 0.91258 0.15983  -0.40
N -0.45201 0.94594 -1.17101  -0.70
H -2.91253 -0.08111 -0.30123  0.25
H -2.35393 -0.45775 1.18568  0.29
H -0.00341 -2.19104 -0.39973  0.32
H 2.98800 0.38033 0.06620  0.24
H 2.87209 -1.30045 0.03144  0.23
H 0.23645 1.77233 0.81979  0.43
H -1.08841 1.74924 -1.13491  0.28

Computed properties:
lowest unoccupied orbital energy: 1.1 eV
structure (SMILES): NC1=C[C@]2(N)N[C@H]12
Kohn-Sham gap: 8.84 eV
ΔE to the lowest compared entry with this formula, charge and spin: 2.826 eV

=====

DFT (ωB97M-V with the def2-TZVPD basis set) results for C6H9N in the gas phase.

Each line ends with the Mulliken charge.
Cartesian coordinates (Å):
C -1.21616 1.51460 -0.07760  -0.94
C -0.11652 0.55372 -0.06264  0.12
C 0.07328 -0.80495 0.10727  0.70
C -0.98341 -1.84354 0.34647  -1.22
C 1.48141 -0.97777 0.09477  -0.44
C 2.05673 0.26147 -0.16286  -0.71
N 1.04781 1.21803 -0.27264  -0.16
H -2.16671 1.06118 -0.40025  0.30
H -0.65412 2.48164 -0.77956  0.15
H -1.35829 2.13820 0.80162  0.25
H -0.62836 -2.84801 0.09073  0.34
H -1.87404 -1.64470 -0.26072  0.32
H -1.29834 -1.86476 1.39497  0.25
H 1.99636 -1.93538 0.19574  0.38
H 3.08840 0.47262 -0.38352  0.40
H 0.60288 2.26196 -0.65329  0.27

Computed properties:
lowest unoccupied orbital energy: 0.8 eV
structure (SMILES): Cc1cc[nH]c1C
Kohn-Sham gap: 8.48 eV
ΔE to the lowest compared entry with this formula, charge and spin: 2.579 eV

=====

DFT (ωB97M-V with the def2-TZVPD basis set) results for C4H3CuO2 as an isolated structure.

Each line ends with the Mulliken charge.
Cartesian coordinates (Å):
H -1.03193 0.91648 0.24311  0.32
O 2.10759 1.25728 0.07059  -0.24
C 1.30739 0.34836 -0.10070  0.15
C 1.02445 -0.88434 -0.54496  0.14
C -0.32777 -1.28468 -0.64622  -0.17
C -1.47509 -0.85668 -0.42044  0.45
O -1.96240 0.23621 0.04592  -0.45
Cu -4.28216 0.79484 0.98447  0.94
H 2.82651 1.09983 0.72415  0.47
H 1.81341 -1.62729 -0.35592  0.40

Computed properties:
lowest unoccupied orbital energy (spin up / spin down): -11.2 / -11.1 eV
Kohn-Sham gap (spin up / spin down): 6.37 / 6.50 eV
ΔE to the lowest compared entry with this formula, charge and spin: 3.940 eV
charge: +2

=====

DFT (ωB97M-V with the def2-TZVPD basis set) results for C5H5NO in the gas phase.

Each line ends with the Mulliken charge.
Cartesian coordinates (Å):
O 1.98039 1.46955 0.50514  -0.43
C 1.16157 0.99737 -0.21593  0.04
C 0.63513 -0.36102 -0.52249  0.19
C -0.17174 -1.47414 0.04531  -0.56
C -0.83222 -0.07435 -0.15278  -0.34
C -1.05400 0.51555 1.15483  0.20
N -1.30462 1.01396 2.16929  -0.43
H 0.31588 1.66124 -0.88546  0.10
H 0.66035 -0.44459 -1.61349  0.22
H -0.08226 -1.80230 1.08712  0.28
H -0.32384 -2.29229 -0.65140  0.25
H -0.98464 0.79101 -0.92015  0.46

Computed properties:
lowest unoccupied orbital energy: 0.3 eV
structure (SMILES): N#C[C@@H]1C[C@@H]1C=O
Kohn-Sham gap: 10.50 eV
ΔE to the lowest compared entry with this formula, charge and spin: 4.499 eV